Entry 1:
Here is a 2-piece molecular cluster, C3H3NO2 overall in a non-equilibrium geometry from the OMol25 dataset. Energies are from the ωB97M-V functional and the def2-TZVPD basis.

Output
E = -8743.2187 eV
max |F| = 1.49 eV/A
Kohn-Sham gap = 0.39420 hartree

The geometry in ORCA input format:
```
! wB97M-V def2-TZVPD RIJCOSX def2/J DEFGRID3
* xyz 0 1
O -0.770 -2.282 2.217
C -0.569 -1.185 2.001
C 0.448 1.373 0.151
N 0.802 0.467 -0.654
C -0.005 -0.396 -1.380
O -0.540 -1.380 -0.925
H -0.590 1.669 0.350
H 1.229 1.900 0.703
H -0.006 -0.165 -2.462
*
```

=====

Entry 2:
Here is a 2-piece molecular cluster, C3H3NO2 overall in a non-equilibrium geometry from the OMol25 dataset. Energies are from the ωB97M-V functional and the def2-TZVPD basis.

Output
E = -8743.2485 eV
max |F| = 1.54 eV/A
Kohn-Sham gap = 0.39281 hartree

The geometry in ORCA input format:
```
! wB97M-V def2-TZVPD RIJCOSX def2/J DEFGRID3
* xyz 0 1
O -1.701 2.584 0.655
C -1.735 1.459 0.508
C -0.440 -1.209 -0.393
N 0.604 -0.675 -0.869
C 1.465 0.043 -0.036
O 1.142 1.033 0.579
H -0.684 -1.219 0.674
H -1.153 -1.677 -1.071
H 2.503 -0.338 -0.048
*
```

=====

Entry 3:
Here is a single C3H3NO2 molecule in a non-equilibrium geometry from the OMol25 dataset. Energies are from the ωB97M-V functional and the def2-TZVPD basis.

Output
E = -8742.7707 eV
max |F| = 1.38 eV/A
Kohn-Sham gap = 0.42791 hartree
SMILES = N#C[C@H]1O[C@H]1O

The geometry in ORCA input format:
```
! wB97M-V def2-TZVPD RIJCOSX def2/J DEFGRID3
* xyz 0 1
N 2.271 -0.598 -1.206
C 1.496 -0.266 -0.410
C 0.525 0.023 0.627
O -0.273 1.210 0.516
C -0.915 -0.011 0.296
O -1.390 -0.230 -0.964
H 0.872 -0.181 1.638
H -1.615 -0.369 1.049
H -0.972 0.422 -1.547
*
```

=====

Entry 4:
Here is a 2-piece molecular cluster, C3H3NO2 overall in a non-equilibrium geometry from the OMol25 dataset. Energies are from the ωB97M-V functional and the def2-TZVPD basis.

Output
E = -8743.1766 eV
max |F| = 3.04 eV/A
Kohn-Sham gap = 0.36471 hartree
SMILES = C=C=O.N=C=O

The geometry in ORCA input format:
```
! wB97M-V def2-TZVPD RIJCOSX def2/J DEFGRID3
* xyz 0 1
C 0.835 -0.900 0.295
C 0.076 -1.856 0.731
O -0.464 -2.738 1.263
H 1.912 -0.950 0.291
H 0.469 -0.230 -0.393
N -1.425 1.487 -0.558
C -0.290 1.862 -0.354
O 0.759 2.122 0.077
H -1.872 1.201 -1.351
*
```

=====

Entry 5:
Here is a single C3H3NO2 molecule in a non-equilibrium geometry from the OMol25 dataset. Energies are from the ωB97M-V functional and the def2-TZVPD basis.

Output
E = -8742.8611 eV
max |F| = 4.21 eV/A
Kohn-Sham gap = 0.34054 hartree
SMILES = Oc1cocn1

The geometry in ORCA input format:
```
! wB97M-V def2-TZVPD RIJCOSX def2/J DEFGRID3
* xyz 0 1
O -1.986 -0.218 0.217
C -0.663 -0.150 -0.037
C 0.159 0.976 -0.042
O 1.422 0.615 0.055
C 1.341 -0.955 0.140
N 0.113 -1.254 0.035
H -2.464 0.485 -0.238
H -0.124 2.012 0.056
H 2.201 -1.512 -0.186
*
```

=====

Entry 6:
Here is a single C3H3NO2 molecule in a non-equilibrium geometry from the OMol25 dataset. Energies are from the ωB97M-V functional and the def2-TZVPD basis.

Output
E = -8742.4121 eV
max |F| = 1.31 eV/A
Kohn-Sham gap = 0.40409 hartree
SMILES = Oc1ccon1

The geometry in ORCA input format:
```
! wB97M-V def2-TZVPD RIJCOSX def2/J DEFGRID3
* xyz 0 1
O -1.833 -0.952 0.288
C -0.671 -0.269 0.432
C 0.483 -0.541 -0.346
C 1.210 0.578 -0.159
O 0.576 1.425 0.663
N -0.635 0.887 1.033
H -2.046 -0.551 -0.569
H 0.730 -1.462 -0.852
H 2.187 0.886 -0.489
*
```

=====

Entry 7:
Here is a single C3H3NO2 molecule in a non-equilibrium geometry from the OMol25 dataset. Energies are from the ωB97M-V functional and the def2-TZVPD basis.

Output
E = -8742.9736 eV
max |F| = 2.12 eV/A
Kohn-Sham gap = 0.41438 hartree
SMILES = N#C[C@@H](O)C=O

The geometry in ORCA input format:
```
! wB97M-V def2-TZVPD RIJCOSX def2/J DEFGRID3
* xyz 0 1
N 2.583 0.442 0.349
C 1.542 0.180 -0.039
C 0.156 -0.262 -0.236
O -0.104 -1.470 0.480
C -0.875 0.821 0.118
O -1.739 0.579 0.885
H 0.139 -0.297 -1.375
H -0.995 -1.720 0.217
H -0.707 1.728 -0.400
*
```

=====

Entry 8:
Here is a single C3H3NO2 molecule from the OMol25 dataset. Energies are from the ωB97M-V functional and the def2-TZVPD basis.

Output
E = -8742.7122 eV
max |F| = 0.59 eV/A
Kohn-Sham gap = 0.39318 hartree
SMILES = Oc1ccon1

The geometry in ORCA input format:
```
! wB97M-V def2-TZVPD RIJCOSX def2/J DEFGRID3
* xyz 0 1
O 2.080 -0.072 -0.028
C 0.766 -0.308 0.142
C -0.244 0.683 0.006
C -1.374 -0.052 0.064
O -1.085 -1.338 0.292
N 0.290 -1.506 0.336
H 2.084 0.651 -0.669
H -0.102 1.751 -0.067
H -2.416 0.191 -0.076
*
```

=====

Entry 9:
Here is a single C3H3NO2 molecule from the OMol25 dataset. Energies are from the ωB97M-V functional and the def2-TZVPD basis.

Output
E = -8741.5384 eV
max |F| = 0.43 eV/A
Kohn-Sham gap = 0.32203 hartree

The geometry in ORCA input format:
```
! wB97M-V def2-TZVPD RIJCOSX def2/J DEFGRID3
* xyz 0 1
O 2.284 -0.939 0.966
C 1.249 -0.421 0.672
N 0.871 0.856 0.411
C -0.562 0.791 0.081
C -0.975 -0.521 0.231
O 0.037 -1.285 0.536
H 0.220 0.814 -0.822
H -1.166 1.688 0.102
H -1.952 -0.977 0.130
*
```

=====

Entry 10:
Here is a single C3H3NO2 molecule in a non-equilibrium geometry from the OMol25 dataset. Energies are from the ωB97M-V functional and the def2-TZVPD basis.

Output
E = -8743.4351 eV
max |F| = 1.34 eV/A
Kohn-Sham gap = 0.36100 hartree
SMILES = Oc1cocn1

The geometry in ORCA input format:
```
! wB97M-V def2-TZVPD RIJCOSX def2/J DEFGRID3
* xyz 0 1
O -0.260 1.924 -0.512
C -0.189 0.638 -0.145
C -0.381 -0.388 -1.003
O -0.188 -1.540 -0.255
C 0.137 -1.097 0.957
N 0.172 0.194 1.099
H 0.259 2.440 0.113
H 0.084 -0.332 -1.962
H 0.367 -1.838 1.709
*
```

=====

Entry 11:
Here is C3H3NO2S as an isolated structure in a non-equilibrium geometry from the OMol25 dataset. Energies are from the ωB97M-V functional and the def2-TZVPD basis.

Output
E = -19575.8200 eV
max |F| = 5.93 eV/A
Kohn-Sham gap (alpha / beta) = 0.27352 / 0.27303 hartree

The geometry in ORCA input format:
```
! wB97M-V def2-TZVPD RIJCOSX def2/J DEFGRID3
* xyz 0 1
C -0.621 -0.203 -0.047
C 0.707 -0.931 -0.036
C 0.850 1.465 0.072
N -0.344 1.165 0.041
O -3.090 0.367 -0.042
O 1.783 -0.065 0.080
S -2.232 -0.809 0.054
H 0.855 -1.680 0.739
H 0.696 -1.635 -0.849
H 1.397 2.325 -0.013
*
```

=====

Entry 12:
Here is a single C3H3NO2S molecule in a non-equilibrium geometry from the OMol25 dataset. Energies are from the ωB97M-V functional and the def2-TZVPD basis.

Output
E = -19577.5792 eV
max |F| = 3.01 eV/A
Kohn-Sham gap = 0.33954 hartree

The geometry in ORCA input format:
```
! wB97M-V def2-TZVPD RIJCOSX def2/J DEFGRID3
* xyz 0 1
C -0.108 -1.332 -1.346
C -0.689 -1.915 -0.071
C 0.098 -0.058 -0.522
N -0.440 -0.724 0.604
O -1.232 -2.937 0.143
O 0.727 -0.593 -3.618
S 0.260 -1.763 -2.825
H 1.097 0.227 -0.646
H -0.411 0.772 -0.927
H -0.342 -0.485 1.640
*
```